18
Properties=species:S:1:pos:R:3 method="wB97M-V/def2-TZVPD" total_charge=+1 molar_mass_g_mol=138.15 lumo_ev="-4.354 / -4.354" e_tot_ha=-472.504328 relative_energy_kcal_mol=132.0
C 1.3835 2.6393 1.2152
C 0.2801 2.5145 0.7343
C 0.3148 -2.0140 -0.2471
C -0.3807 0.0629 -0.2961
C 1.0426 -3.1994 -0.7808
C -0.9094 2.3615 -0.0057
N 0.1836 -0.8726 -1.0686
N -0.1838 -1.7568 0.9213
N -1.9990 2.3719 0.7088
O -0.5571 -0.4471 0.9343
H 2.3504 2.8393 1.5796
H 0.4085 -4.0559 -1.0259
H 1.5687 -2.9639 -1.6896
H 1.6620 -3.4465 -0.0215
H -0.8895 2.4242 -1.0400
H 0.5447 -1.0905 -1.9765
H -2.8449 2.4693 0.2904
H -1.9746 2.1638 1.7680